Entry 1:
Here is 4 unconnected molecules or ions with the total composition C42H51Br2F7INO15S in a non-equilibrium geometry from OMol25. Energies are from ωB97M-V with the def2-TZVPD basis set.

Properties
LUMO level, eV: -0.417
SMILES: CC[C@@H](F)[C@@]1(C[C@H](C)I)OS(=O)(=O)C[C@@](CC[C@@](F)(Br)C(F)(F)Br)(COc2cc(C)ccc2C(C)C)[C@@]1(CON=O)Cc1ccccc1.O=C1OC[C@@H](F)O1.O=C1OC[C@@H](F)O1.O=C1OC[C@@H](F)O1
Net charge: 0
Gap between HOMO and LUMO, eV: 7.85
Maximum force, eV Å⁻¹: 5.8
Electronic energy, hartree: -9357.05115

Last column: Mulliken charge in e.
Cartesian coordinates (Å):
C -0.306 -2.235 5.256  -1.02
C 1.182 -2.487 4.740  -0.77
C 1.469 -1.559 3.475  2.04
F 1.897 -0.313 4.052  -0.49
C 2.430 -2.159 2.403  0.69
C 3.816 -2.462 3.071  -2.29
C 4.678 -1.342 3.740  -0.79
C 6.211 -1.780 3.594  -1.34
I 4.525 -1.255 5.953  0.06
O 1.961 -3.543 2.159  -0.60
S 0.421 -3.703 1.691  1.91
O -0.588 -3.976 2.710  -0.72
O 0.412 -4.886 0.810  -0.85
C -0.112 -2.265 0.660  -1.05
C 0.936 -1.093 0.489  0.96
C 0.848 -0.795 -1.092  -1.17
C -0.592 -0.352 -1.590  -0.72
C -0.488 0.775 -2.711  0.04
F -1.791 0.825 -3.273  -0.15
Br -0.122 2.561 -2.018  0.08
C 0.469 0.318 -3.894  0.59
F 1.760 0.736 -3.781  -0.14
F 0.374 -1.090 -4.111  -0.27
Br -0.263 1.160 -5.571  -0.13
C 0.474 0.320 1.089  -2.28
O -0.864 0.346 1.576  1.45
C -1.352 1.606 1.880  0.75
C -0.808 2.896 1.477  -0.22
C -1.400 4.198 1.781  0.18
C -0.777 5.542 1.260  -1.28
C -2.626 4.245 2.577  -1.07
C -3.195 2.965 3.001  -1.01
C -2.607 1.654 2.675  -0.23
C -3.362 0.412 3.228  0.18
C -3.520 -0.798 2.223  -1.00
C -2.691 0.034 4.613  -1.29
C 2.440 -1.494 0.940  2.52
C 2.930 -2.545 -0.147  -2.17
O 4.153 -3.234 0.136  -0.32
N 4.633 -3.711 -1.093  0.16
O 4.544 -4.880 -1.115  -0.34
C 3.308 -0.188 0.760  -0.62
C 4.763 -0.211 0.219  -0.07
C 5.156 -0.481 -1.187  -0.08
C 6.513 -0.448 -1.693  -0.71
C 7.640 -0.123 -0.821  -0.51
C 7.307 0.208 0.558  -0.73
C 5.928 0.169 1.047  -0.38
H -1.037 -2.166 4.410  -0.01
H -0.659 -3.037 5.950  0.44
H -0.333 -1.253 5.807  0.33
H 1.822 -2.253 5.620  0.16
H 1.242 -3.579 4.521  0.44
H 0.417 -1.323 3.129  -0.90
H 3.586 -3.191 3.910  0.70
H 4.523 -3.083 2.450  0.61
H 4.488 -0.290 3.444  0.71
H 6.919 -0.979 3.916  0.40
H 6.359 -2.738 4.171  0.50
H 6.395 -2.059 2.516  0.29
H -1.113 -1.985 1.075  -0.43
H -0.350 -2.730 -0.340  0.77
H 1.058 -1.721 -1.706  0.88
H 1.582 -0.027 -1.440  0.34
H -1.087 -1.209 -2.136  0.44
H -1.325 -0.035 -0.813  0.12
H 1.122 0.651 1.960  1.28
H 0.660 1.121 0.314  -0.34
H 0.138 2.927 0.878  0.47
H -1.082 5.592 0.167  0.14
H 0.343 5.530 1.256  0.39
H -1.223 6.443 1.747  0.36
H -3.171 5.176 2.852  0.32
H -4.135 2.994 3.612  0.30
H -4.409 0.747 3.488  0.70
H -3.127 -0.589 1.188  0.02
H -2.861 -1.634 2.615  0.14
H -4.560 -1.202 2.229  0.37
H -2.959 -0.990 4.977  0.37
H -1.579 0.185 4.590  0.15
H -3.077 0.787 5.363  0.43
H 3.074 -2.078 -1.168  0.51
H 2.150 -3.341 -0.368  0.99
H 2.843 0.602 0.096  0.57
H 3.346 0.327 1.768  0.56
H 4.368 -0.714 -1.953  0.10
H 6.740 -0.674 -2.767  0.35
H 8.690 -0.131 -1.207  0.36
H 8.144 0.487 1.248  0.34
H 5.825 0.470 2.122  0.47
C -1.401 -3.132 -5.444  0.34
C -1.203 -3.501 -6.884  0.33
O -2.364 -4.251 -7.182  -0.32
C -3.342 -3.765 -6.362  0.60
O -4.503 -3.964 -6.513  -0.51
O -2.819 -3.016 -5.351  -0.28
F -0.119 -4.297 -7.040  -0.28
H -1.056 -3.911 -4.760  0.21
H -0.913 -2.195 -5.182  -0.33
H -1.133 -2.647 -7.562  0.31
C -5.003 4.965 -1.596  0.08
C -4.980 5.398 -0.163  0.24
O -3.611 5.695 0.054  -0.14
C -3.121 6.091 -1.155  0.61
O -2.087 6.665 -1.304  -0.57
O -3.958 5.754 -2.168  -0.35
F -5.341 4.386 0.661  -0.25
H -4.765 3.900 -1.715  -0.09
H -5.958 5.170 -2.080  0.39
H -5.586 6.282 0.054  0.19
C -5.551 0.893 -5.416  -0.49
C -4.524 1.957 -5.667  0.58
O -4.576 2.734 -4.485  -0.23
C -4.959 1.877 -3.497  0.69
O -4.851 2.107 -2.333  -0.56
O -5.470 0.725 -4.002  -0.34
F -4.874 2.739 -6.716  -0.30
H -6.560 1.212 -5.687  0.27
H -5.325 -0.037 -5.935  0.27
H -3.508 1.579 -5.812  0.03

***

Entry 2:
Here is a molecular structure, C41H29Cl3F3FeN4O5S2 in a non-equilibrium geometry from OMol25. Energies are from ωB97M-V with the def2-TZVPD basis set.

Properties
Multiplicity: 2
ΔE to the lowest compared entry with this formula, charge and spin, kcal per mole: 0.00
LUMO level (alpha / beta), eV: -0.167 / -0.233
Net charge: 0
Gap between HOMO and LUMO (alpha / beta), eV: 7.81 / 7.73
Maximum force, eV Å⁻¹: 1.3
Electronic energy, hartree: -5915.28429

Last column: Löwdin spin population.
Cartesian coordinates (Å):
Fe 1.748 0.086 0.440  0.99
O 1.488 1.389 4.340  0.01
S 2.308 0.839 3.286  0.00
O 2.672 1.723 2.186  0.03
N 1.670 -0.367 2.483  0.01
C 0.760 -1.267 2.981  0.00
C 0.427 -1.528 4.290  0.00
C -0.513 -2.537 4.586  0.00
C -1.102 -3.285 3.606  0.00
C -0.777 -3.035 2.251  0.00
C -1.305 -3.773 1.169  0.00
C -0.918 -3.462 -0.101  0.00
C -0.030 -2.391 -0.315  0.00
N 0.480 -1.680 0.664  -0.01
C 0.134 -2.010 1.945  0.00
C 3.803 0.292 4.060  0.00
C 4.601 -0.661 3.442  0.00
C 5.802 -1.019 4.036  0.00
C 6.191 -0.434 5.233  0.00
C 5.379 0.509 5.847  0.00
C 4.176 0.876 5.263  0.00
H 0.878 -0.958 5.089  0.00
H -0.759 -2.724 5.624  0.00
H -1.807 -4.070 3.845  0.00
H -1.997 -4.584 1.362  0.00
H -1.284 -4.018 -0.953  0.00
H 0.271 -2.114 -1.317  0.00
H 4.285 -1.113 2.511  0.00
H 6.435 -1.756 3.558  0.00
H 7.130 -0.717 5.691  0.00
H 5.680 0.959 6.784  0.00
H 3.526 1.605 5.726  0.00
C 1.460 -0.158 -1.408  -0.03
C 1.354 -0.264 -2.611  0.02
C 1.234 -0.417 -4.035  0.00
C 0.468 0.474 -4.791  0.00
C 0.347 0.312 -6.161  0.00
C 0.990 -0.739 -6.800  0.00
C 1.764 -1.623 -6.060  0.00
C 1.890 -1.463 -4.689  0.00
H -0.034 1.297 -4.297  0.00
H -0.252 1.009 -6.733  0.00
H 0.893 -0.867 -7.870  0.00
H 2.277 -2.438 -6.553  0.00
H 2.496 -2.146 -4.109  0.00
F 5.774 1.297 -1.294  0.00
C 5.467 0.730 -0.123  0.00
F 5.800 1.576 0.854  0.00
F 6.200 -0.376 0.013  0.00
C 3.966 0.419 -0.048  0.00
O 3.134 1.300 -0.341  0.00
O 3.568 -0.698 0.356  -0.01
Cl -5.898 0.128 3.359  0.00
C -5.169 0.845 1.959  0.00
C -4.201 0.147 1.256  0.00
C -3.633 0.732 0.138  0.00
C -4.010 2.002 -0.291  0.00
C -3.322 2.626 -1.486  0.00
C -2.151 3.510 -1.064  0.00
N -1.243 2.793 -0.191  0.00
C -1.206 2.885 1.181  0.00
C -0.296 1.973 1.598  0.00
N 0.216 1.307 0.496  -0.01
C -0.376 1.843 -0.558  0.00
O -2.792 1.634 -2.341  0.00
C -3.779 1.003 -3.143  0.00
C -3.301 -0.359 -3.543  0.00
C -4.023 -1.204 -4.327  0.00
Cl -5.590 -0.887 -4.958  0.00
S -3.202 -2.665 -4.675  0.00
C -1.858 -2.160 -3.746  0.00
C -2.043 -0.931 -3.196  0.00
C -4.978 2.671 0.447  0.00
Cl -5.468 4.281 -0.011  0.00
C -5.569 2.110 1.567  0.00
H -3.894 -0.837 1.584  0.00
H -2.876 0.198 -0.422  0.00
H -4.025 3.259 -2.039  0.00
H -2.507 4.383 -0.519  0.00
H -1.626 3.850 -1.955  0.00
H -1.822 3.579 1.724  0.00
H -0.002 1.751 2.606  0.00
H -0.205 1.562 -1.580  0.00
H -3.963 1.614 -4.035  0.00
H -4.728 0.929 -2.601  0.00
H -0.984 -2.788 -3.680  0.00
H -1.304 -0.434 -2.583  0.00
H -6.321 2.651 2.121  0.00

***

Entry 3:
Here is a molecular structure, CHIS2 in a non-equilibrium geometry from OMol25. Energies are from ωB97M-V with the def2-TZVPD basis set.

Properties
ΔE to the lowest compared entry with this formula, charge and spin, kcal per mole: 84.05
LUMO level, eV: -1.175
Net charge: 0
Gap between HOMO and LUMO, eV: 7.07
Maximum force, eV Å⁻¹: 3.8
Electronic energy, hartree: -1132.62769

Last column: Mulliken charge in e.
Cartesian coordinates (Å):
C 0.056 0.024 1.046  -0.23
S 0.568 -0.386 -1.500  -0.18
S -0.992 0.567 -0.302  -0.02
I -0.848 -1.044 2.345  0.22
H 1.216 0.839 -1.589  0.21

***

Entry 4:
Here is a molecular structure, C4H2BrFS in a non-equilibrium geometry from OMol25. Energies are from ωB97M-V with the def2-TZVPD basis set.

Properties
ΔE to the lowest compared entry with this formula, charge and spin, kcal per mole: 81.43
LUMO level (alpha / beta), eV: -0.410 / -0.405
Net charge: 0
Gap between HOMO and LUMO (alpha / beta), eV: 7.44 / 7.44
Maximum force, eV Å⁻¹: 8.3
Electronic energy, hartree: -3225.52930

Last column: Mulliken charge in e.
Cartesian coordinates (Å):
C -0.511 -0.678 0.002  -0.50
C -0.513 0.743 0.073  -0.36
C -1.692 -1.264 -0.165  0.41
C -2.999 0.144 -0.497  -0.08
F -2.214 -2.450 -0.059  -0.20
S -2.061 1.512 -0.192  0.02
Br -4.750 -0.175 0.026  -0.05
H 0.116 -1.471 0.333  0.35
H 0.362 1.341 0.004  0.42